1.
This record from OMol25 describes a single C7H6 molecule in a non-equilibrium geometry. The level of theory is ωB97M-V/def2-TZVPD.

Structure (ORCA input):
```
! RIJCOSX wB97M-V def2-TZVPD def2/J DEFGRID3
* xyz 0 1
C -0.83882 -0.12045 -0.56235
C -1.01478 1.32764 3.12197
C -1.10579 -0.01821 0.82072
C -0.90849 0.50002 1.92701
C 0.27968 -1.14120 -0.59258
C 0.70789 0.26439 -0.69525
C -0.54276 2.04946 2.14625
H -1.70573 0.06588 -1.19385
H -1.29534 0.72304 4.03456
H 0.61524 -1.55431 0.33912
H 0.15508 -1.84125 -1.41588
H 1.14358 0.59418 0.19787
H 1.07495 0.81337 -1.59063
*
```

Results
Lowest unoccupied orbital energy, eV: 0.196
Energy relative to the best compared isomer or geometry (same formula, charge and spin), kcal/mol: 125.5
Frontier orbital gap, eV: 8.7

***

2.
This record from OMol25 describes a single C7H15N2PS molecule in a non-equilibrium geometry. The level of theory is ωB97M-V/def2-TZVPD.

Structure (ORCA input):
```
! RIJCOSX wB97M-V def2-TZVPD def2/J DEFGRID3
* xyz 0 1
C -2.01509 1.17133 -0.27011
C -1.27072 2.24443 -0.25456
C -1.44556 -0.25618 -0.09024
C -1.26598 -0.65381 -2.76859
C 0.31552 -1.70105 0.73253
C 2.99790 1.70612 2.05746
C -1.85358 -1.08529 -1.34331
N -0.08690 -0.35728 0.30184
N 1.78356 0.94724 1.78897
P 1.20977 0.75355 0.18110
S 2.69494 0.44319 -0.99813
H -3.06274 0.98420 -0.75275
H -1.23695 3.23419 -0.34072
H -1.93357 -0.65107 0.79323
H -1.59218 -1.36120 -3.54560
H -0.13293 -0.58971 -2.64885
H -1.78419 0.24645 -3.05909
H -0.57946 -2.19215 1.03744
H 0.96781 -2.17383 -0.02529
H 1.05451 -1.57463 1.64867
H 3.70395 1.80149 1.26796
H 2.74695 2.76344 2.40881
H 3.62885 1.26683 3.03216
H -1.38304 -2.07770 -1.23977
H -2.90138 -1.13133 -1.40492
H 1.16487 1.03421 2.53013
*
```

Results
Lowest unoccupied orbital energy (alpha / beta), eV: -0.560 / -0.229
Energy relative to the best compared isomer or geometry (same formula, charge and spin), kcal/mol: 106.3
Frontier orbital gap (alpha / beta), eV: 7.7 / 7.3

***

3.
This record from OMol25 describes a single C19H20ClN3O2 molecule. The level of theory is ωB97M-V/def2-TZVPD.

Structure (ORCA input):
```
! RIJCOSX wB97M-V def2-TZVPD def2/J DEFGRID3
* xyz 0 1
C -3.95968 -1.94473 -0.24731
N -2.58941 -2.03698 0.20841
C -1.66011 -1.56248 -0.79845
C -0.21323 -1.77258 -0.34513
N 0.01498 -1.16157 0.94122
C 1.05392 -0.37887 1.31157
O 1.10282 0.14388 2.41385
C 2.21534 -0.24077 0.37596
C 2.79315 -1.37287 -0.19303
C 3.97912 -1.29933 -0.90006
C 4.63052 -0.08378 -1.02631
C 4.09703 1.04280 -0.43271
C 2.89563 0.98049 0.27142
N 2.45672 2.15251 0.89935
C 1.20310 2.65657 1.07298
O 0.99639 3.53493 1.88267
C 0.14257 2.23213 0.11163
C 0.41858 1.96530 -1.22555
C -0.62020 1.77606 -2.12034
C -1.93690 1.84645 -1.69721
C -2.20430 2.10582 -0.36014
Cl -3.84890 2.18831 0.17478
C -1.17769 2.30432 0.54432
C -0.96458 -1.54426 1.93922
C -2.38078 -1.29551 1.44010
H -4.61513 -2.34891 0.52212
H -4.07520 -2.53995 -1.15193
H -4.26598 -0.91011 -0.46296
H -1.82144 -2.13207 -1.71725
H -1.81757 -0.49397 -1.02011
H 0.45546 -1.33868 -1.08929
H -0.03060 -2.85293 -0.27090
H 2.32837 -2.33502 -0.04324
H 4.40329 -2.19211 -1.33305
H 5.56115 -0.01745 -1.56914
H 4.61273 1.98987 -0.49745
H 3.15267 2.62107 1.46773
H 1.43849 1.93709 -1.57765
H -0.40614 1.58151 -3.16052
H -2.74916 1.71039 -2.39444
H -1.37610 2.53417 1.57958
H -0.76167 -0.96741 2.84238
H -0.84555 -2.61362 2.15247
H -3.09175 -1.65339 2.18749
H -2.53995 -0.21431 1.29490
*
```

Results
SMILES: CN1CCN(C(=O)c2ccccc2NC(=O)c2cccc(Cl)c2)CC1
Lowest unoccupied orbital energy, eV: 0.398
Energy relative to the best compared isomer or geometry (same formula, charge and spin), kcal/mol: 24.0
Frontier orbital gap, eV: 9.2

***

4.
This record from OMol25 describes 15 unconnected molecules or ions with the total composition C50H140N10O20 in a non-equilibrium geometry. The level of theory is ωB97M-V/def2-TZVPD.

Structure (ORCA input):
```
! RIJCOSX wB97M-V def2-TZVPD def2/J DEFGRID3
* xyz 0 1
C 24.46726 -16.71753 16.45632
C 25.44588 -15.82431 17.30755
C 26.88002 -16.40465 17.26584
O 27.84483 -15.72872 18.09099
C 29.22125 -16.02449 17.76939
N 25.38750 -14.50509 16.79821
H 23.42945 -16.52180 16.72607
H 24.76744 -17.75889 16.57283
H 24.62731 -16.58830 15.38592
H 25.02528 -15.76110 18.31114
H 27.25841 -16.35959 16.24463
H 26.86204 -17.45133 17.56952
H 29.56541 -15.61751 16.81859
H 29.35808 -17.10561 17.79274
H 29.86266 -15.62415 18.55451
H 25.93919 -14.47894 15.95260
H 25.90764 -13.92365 17.43968
C 26.71437 -13.32996 21.16065
C 26.34522 -14.71095 21.57898
C 24.84535 -14.99726 21.32585
O 24.02140 -14.33537 22.29598
C 22.61616 -14.50703 22.05145
N 27.35813 -15.54894 20.99190
H 27.75475 -13.10262 21.39312
H 25.99205 -12.65195 21.61525
H 26.70440 -13.22147 20.07611
H 26.43066 -14.68481 22.66531
H 24.61759 -16.04976 21.49458
H 24.55811 -14.72631 20.30988
H 21.93580 -14.00444 22.73891
H 22.26616 -15.52990 21.91237
H 22.43017 -13.99637 21.10660
H 27.51891 -15.35977 20.01289
H 27.17992 -16.53436 21.12333
C 22.03079 -15.73015 27.33503
C 22.24882 -15.67751 25.80898
C 22.41537 -17.08285 25.29819
O 22.57340 -17.18118 23.89532
C 23.32891 -18.32416 23.46519
N 21.00009 -15.12394 25.24238
H 22.62801 -16.53316 27.76703
H 21.01688 -15.99450 27.63539
H 22.26376 -14.72448 27.68497
H 23.05498 -15.01614 25.49151
H 21.54056 -17.66836 25.58099
H 23.24381 -17.51410 25.86016
H 23.09767 -18.41934 22.40426
H 22.99712 -19.21711 23.99494
H 24.39829 -18.14024 23.56862
H 20.18939 -15.67437 25.48713
H 21.06323 -15.28449 24.24722
C 22.03433 -13.01789 13.21019
C 21.50914 -11.57920 13.02514
C 20.55188 -11.43668 11.87609
O 21.19047 -11.85507 10.63963
C 20.55733 -11.39145 9.46800
N 20.89723 -11.03857 14.29604
H 21.25643 -13.71299 13.52609
H 22.78022 -13.00072 14.00484
H 22.57797 -13.42189 12.35618
H 22.37765 -11.03978 12.64723
H 20.29320 -10.37881 11.83048
H 19.65113 -12.02435 12.05328
H 21.14135 -11.75845 8.62400
H 20.63872 -10.30480 9.49374
H 19.49294 -11.62620 9.46145
H 19.96505 -11.42631 14.32438
H 20.48807 -10.14769 14.05311
C 23.21398 -21.77966 15.89098
C 23.02390 -20.28178 15.58588
C 22.15889 -20.05275 14.27721
O 22.32964 -18.64647 13.92972
C 23.46747 -18.22818 13.20156
N 22.31117 -19.68864 16.71011
H 23.86259 -22.15407 15.09900
H 22.31732 -22.35834 16.11283
H 23.85865 -21.84947 16.76713
H 24.00505 -19.87198 15.34606
H 21.08674 -20.23226 14.35703
H 22.47376 -20.74223 13.49391
H 23.37114 -17.17024 12.95746
H 23.48079 -18.72775 12.23287
H 24.37495 -18.43485 13.76888
H 21.41402 -20.13662 16.83066
H 22.25295 -18.69229 16.55521
C 18.70531 -18.17367 15.14246
C 17.47041 -18.99717 15.46932
C 16.23172 -18.34529 14.77365
O 16.01981 -17.12523 15.46402
C 14.83303 -16.46869 14.99661
N 17.81101 -20.29278 14.92240
H 19.56855 -18.63483 15.62231
H 18.61429 -17.20135 15.62661
H 18.91243 -18.06220 14.07814
H 17.21345 -19.03864 16.52778
H 15.39544 -19.00003 15.01873
H 16.35653 -18.20803 13.69955
H 14.88643 -16.27377 13.92552
H 14.70134 -15.47905 15.43407
H 13.96497 -17.06463 15.27845
H 17.05684 -20.95869 15.01119
H 18.06766 -20.20115 13.94986
C 17.28481 -14.37054 22.97840
C 17.55407 -14.09505 21.49786
C 18.22893 -12.71327 21.15750
O 19.58147 -12.70299 21.66637
C 20.31155 -11.52094 21.39941
N 18.36286 -15.21647 21.03811
H 16.62924 -13.63107 23.43833
H 18.25336 -14.57491 23.43472
H 16.71421 -15.27773 23.17719
H 16.60420 -14.15789 20.96692
H 17.61701 -11.88466 21.51393
H 18.31280 -12.63482 20.07357
H 20.60299 -11.56499 20.35002
H 21.21092 -11.63945 22.00372
H 19.68049 -10.72671 21.79822
H 19.09004 -15.24633 21.73842
H 18.84142 -14.83738 20.23351
C 24.31995 -22.36889 22.65297
C 23.37681 -22.53276 21.43479
C 22.48598 -21.30628 21.13578
O 21.60954 -20.82787 22.14864
C 20.67389 -21.78975 22.60518
N 24.20250 -22.79869 20.28404
H 25.00882 -21.53389 22.52516
H 24.85860 -23.30012 22.82837
H 23.65586 -22.07302 23.46509
H 22.93183 -23.51429 21.59815
H 21.85383 -21.46881 20.26281
H 23.04220 -20.44063 20.77608
H 19.80816 -21.37496 23.12148
H 21.25444 -22.36811 23.32392
H 20.19963 -22.42682 21.85863
H 24.55727 -21.92357 19.92572
H 23.64367 -23.16708 19.52767
C 20.84107 -15.03381 16.32880
C 20.38175 -15.01882 17.76691
C 21.39592 -15.64264 18.77419
O 21.83201 -16.93059 18.44613
C 22.23626 -17.73185 19.55946
N 20.19571 -13.62347 18.18423
H 21.07064 -16.06700 16.06822
H 21.79464 -14.52397 16.19145
H 20.07597 -14.63426 15.66314
H 19.46866 -15.60998 17.83682
H 20.92211 -15.60236 19.75499
H 22.29690 -15.03148 18.82705
H 22.34907 -18.74584 19.17582
H 21.52808 -17.82194 20.38315
H 23.19078 -17.41363 19.97865
H 20.94007 -13.12278 17.72019
H 19.36733 -13.24400 17.74846
C 16.62175 -11.26755 18.52453
C 15.78140 -10.71003 17.36458
C 15.06356 -9.44074 17.87784
O 15.95695 -8.32888 18.03205
C 15.49638 -7.19930 18.71491
N 16.59737 -10.28739 16.23429
H 17.17080 -12.13831 18.16617
H 15.96761 -11.71246 19.27437
H 17.29905 -10.51348 18.92544
H 15.05102 -11.49578 17.17163
H 14.45179 -9.63583 18.75862
H 14.42389 -9.16191 17.04049
H 14.82843 -6.58435 18.11178
H 16.46898 -6.74774 18.91045
H 14.99710 -7.54870 19.61866
H 15.96143 -10.20831 15.45363
H 16.92803 -9.34270 16.36967
C 17.85108 -13.12963 14.49246
C 16.49955 -12.83975 13.81012
O 15.86260 -13.91594 13.17452
O 18.41508 -12.00746 15.16036
H 18.59650 -13.40571 13.74666
H 17.68946 -13.92465 15.22043
H 16.64103 -11.98598 13.14744
H 15.77228 -12.50221 14.54852
H 16.43031 -14.32915 12.51986
H 17.77549 -11.33807 15.41419
C 19.01637 -20.11975 18.79437
C 18.76874 -21.25255 17.70794
O 19.59312 -20.97708 16.65216
O 17.96509 -20.27173 19.70490
H 19.05741 -19.11938 18.36346
H 19.98635 -20.29123 19.26109
H 17.72048 -21.26168 17.40931
H 18.91809 -22.25717 18.10358
H 19.00066 -20.78049 15.92281
H 18.02659 -19.52952 20.31065
C 25.73076 -19.25658 19.26031
C 26.25852 -19.71057 20.63967
O 27.28094 -18.80368 21.10812
O 24.65594 -20.07369 18.85871
H 26.46758 -19.33306 18.46071
H 25.48161 -18.19608 19.29702
H 26.64070 -20.72799 20.72254
H 25.50582 -19.57340 21.41602
H 28.12791 -19.20216 20.89493
H 23.97375 -19.66233 18.32299
C 19.61131 -18.21682 22.84830
C 18.11594 -18.34396 22.59318
O 17.77790 -18.06571 21.26475
O 20.05345 -16.89052 22.99320
H 20.14850 -18.69110 22.02697
H 19.87763 -18.72395 23.77565
H 17.56609 -17.61110 23.18366
H 17.83097 -19.35968 22.86743
H 18.02366 -17.15037 21.11192
H 21.01074 -16.92678 23.05543
C 22.58372 -10.92759 17.62083
C 23.52422 -11.55378 18.61768
O 24.61032 -12.22927 18.01515
O 22.18062 -11.97545 16.73322
H 23.11313 -10.14722 17.07418
H 21.69610 -10.44384 18.02853
H 22.88383 -12.24167 19.16977
H 24.00325 -10.75796 19.18803
H 24.23080 -12.87973 17.41978
H 21.91636 -11.61891 15.88196
*
```

Results
Lowest unoccupied orbital energy, eV: 0.262
Energy relative to the best compared isomer or geometry (same formula, charge and spin), kcal/mol: 0.0
Frontier orbital gap, eV: 8.5